[1]
Computed, not measured: a cluster of 2 separate species, C6H7NS in total, with wB97M-V/def2-TZVPD.

Last column: Mulliken charge in e.
Atoms and positions in Å:
C: 0.117 -2.593 1.543  -0.131
C: 0.615 -1.719 0.859  0.083
C: 0.251 1.255 -1.750  0.216
C: -1.633 0.512 -0.351  -1.040
C: 1.130 -0.783 0.019  -0.889
C: -0.179 0.907 -0.470  0.413
N: 0.552 1.691 -2.773  -0.460
S: 0.181 2.283 0.686  -0.141
H: 0.149 -3.223 2.378  0.375
H: -1.970 1.094 0.521  0.335
H: -1.596 -0.679 -0.117  0.186
H: -2.275 0.663 -1.212  0.336
H: 1.466 -1.158 -0.969  0.321
H: 1.854 -0.151 0.539  0.275
H: 1.340 1.902 1.097  0.121

Cartesian forces, eV/Å:
C 1.19 1.32 -0.60
C -2.06 -2.16 1.49
C 0.57 0.66 -1.58
C 0.50 -2.83 1.45
C 0.21 3.89 -2.31
C 1.12 -1.90 1.78
N 0.10 -0.35 -0.07
S -1.31 0.00 -0.43
H -0.62 -0.77 0.53
H -0.58 -0.77 -0.32
H -0.65 2.80 -0.26
H 0.25 0.17 -0.20
H -0.29 0.50 0.58
H 0.10 -0.15 -0.43
H 1.48 -0.42 0.36

Properties
**Strongest force on any atom**: 4.53 eV/Å
**Energy above the lowest of the compared OMol25 structures with the same formula, charge and spin**: 5.028 eV
**HOMO-LUMO gap**: 8.4 eV
**Calculated total energy**: -18655.7206 eV
**Molecular weight**: 125.20 g/mol
**Net charge**: 0



[2]
Computed, not measured: a cluster of 2 separate species, C6H7NS in total, with wB97M-V/def2-TZVPD.

Last column: Mulliken charge in e.
Atoms and positions in Å:
N: -1.574 -2.920 -0.443  -0.404
C: -1.196 -2.104 0.279  0.263
C: -0.716 -0.846 0.886  -0.083
C: -1.050 0.355 0.104  0.083
C: -0.849 1.650 -0.038  -0.595
C: -1.798 1.010 -1.025  -0.490
H: -1.086 -0.580 1.941  0.282
H: 0.424 -0.768 0.970  0.091
H: -0.439 2.559 0.256  0.409
H: -2.852 1.128 -0.758  0.212
H: -1.476 0.646 -2.022  0.219
C: 3.026 -0.008 -0.076  -0.282
S: 4.575 -0.313 0.030  -0.193
H: 2.291 -0.712 -0.394  0.227
H: 2.718 0.902 0.290  0.260

Cartesian forces, eV/Å:
N 0.26 0.28 0.82
C 0.00 0.42 -0.57
C 1.17 0.97 1.75
C 0.46 2.64 -0.44
C -0.64 -3.17 -0.45
C -0.14 -1.17 0.53
H 0.33 -1.19 -1.34
H -1.49 -0.86 0.01
H 0.65 1.17 0.40
H -0.03 0.06 -1.04
H -0.57 0.84 0.37
C 0.72 -1.15 0.03
S 0.92 -0.47 -0.19
H -0.44 -0.46 -0.44
H -1.19 2.10 0.57

Properties
**Strongest force on any atom**: 3.27 eV/Å
**Energy above the lowest of the compared OMol25 structures with the same formula, charge and spin**: 4.785 eV
**HOMO-LUMO gap**: 8.5 eV
**Calculated total energy**: -18655.9639 eV
**Molecular weight**: 125.20 g/mol
**Net charge**: 0



- Which value of net charge does entry 2 give?
  0